Molecular formula: C44H55AsCl2NO12P3W
Method: DFT, wB97M-V/def2-TZVPD

The calculated total energy is -6914.38950 a.u. The HOMO energy comes out at -12.34 eV. The calculation puts the energy relative to the best compared isomer or geometry (same formula, charge and spin) at 0.000 eV. Its total charge is +2. Its orbital gap is 0.161 hartree. The LUMO energy comes out at -7.95 eV. The largest force on an atom comes out at 0.92 eV/A.

```
119
C44H55AsCl2NO12P3W (wB97M-V/def2-TZVPD)
W 1.3729 0.8574 1.6418
C -2.1566 1.5672 7.3278
C -0.9427 1.8869 6.4948
C -1.1037 3.0940 5.6028
O -0.6281 0.6354 5.7143
P -0.6316 0.2961 4.2218
O 0.3705 1.1386 3.4269
C -2.1723 0.5891 3.3459
P -1.9462 0.0041 1.6462
O -0.4617 0.0176 1.2967
O -2.6603 0.9048 0.6169
C -4.1397 1.1255 0.5445
C -4.4661 2.4394 1.2120
C -4.4806 1.0907 -0.9232
O -2.5595 -1.4101 1.7040
C -2.8182 -2.3611 0.5758
C -3.0509 -3.6999 1.2264
C -1.6657 -2.3474 -0.3960
O -0.3193 -1.1989 4.0625
C -0.0927 -2.2599 5.0942
C -0.6384 -3.5285 4.4913
C 1.3869 -2.3017 5.3881
H -2.3694 2.4116 7.9837
H -1.9917 0.6874 7.9467
H -3.0307 1.4064 6.6941
H -0.0534 1.9843 7.1131
H -2.0590 3.0860 5.0744
H -0.2833 3.2067 4.8966
H -1.0976 3.9836 6.2329
H -2.3956 1.6562 3.3249
H -2.9927 0.0303 3.7994
H -4.6007 0.2821 1.0649
H -3.8452 3.2364 0.8050
H -4.3429 2.4050 2.2942
H -5.5116 2.6775 1.0155
H -4.0179 1.9308 -1.4423
H -5.5610 1.1583 -1.0476
H -4.1360 0.1595 -1.3718
H -3.7334 -1.9908 0.1110
H -2.1318 -4.0691 1.6819
H -3.3675 -4.4121 0.4644
H -3.8329 -3.6408 1.9818
H -0.7330 -2.6268 0.0983
H -1.5617 -1.3733 -0.8730
H -1.8692 -3.0662 -1.1919
H -0.6616 -1.9537 5.9719
H -0.0843 -3.7792 3.5860
H -1.6979 -3.4296 4.2558
H -0.5201 -4.3428 5.2062
H 1.9397 -2.6458 4.5139
H 1.5677 -2.9945 6.2105
H 1.7575 -1.3206 5.6866
O -1.0634 3.5929 1.9679
C 0.0365 3.2150 1.7215
O 0.3568 2.3257 0.7456
C 1.3061 3.5044 2.5423
O 1.4400 4.3558 3.3545
O 2.2054 2.5416 2.2606
N 1.6971 -2.4167 1.6495
C 1.5775 -1.2706 1.6127
Cl 5.8015 1.8901 2.8338
C 5.1371 0.2563 2.9311
Cl 5.2624 -0.4531 4.5278
C 3.6982 0.3677 2.5101
O 2.7086 0.2957 3.2710
O 3.3985 0.5713 1.2735
H 5.6665 -0.3740 2.2200
C 0.3019 1.0007 -1.9017
C 0.6476 1.0480 -3.3913
As -0.9593 1.3397 -4.5122
C -1.7389 -0.4443 -4.2615
C -3.0741 -0.5408 -3.8858
C -3.6950 -1.7803 -3.7691
C -2.9842 -2.9374 -4.0475
C -1.6503 -2.8532 -4.4373
C -1.0350 -1.6147 -4.5470
C -0.1083 1.0058 -6.2365
C -0.8627 0.4435 -7.2630
C -0.3086 0.2572 -8.5200
C 1.0039 0.6361 -8.7667
C 1.7581 1.2058 -7.7531
C 1.2038 1.3939 -6.4931
P 1.7750 0.5240 -0.9351
C 2.2497 -1.1487 -1.3677
C 1.3511 -1.9861 -2.0241
C 1.6967 -3.3037 -2.2788
C 2.9362 -3.7857 -1.8846
C 3.8419 -2.9465 -1.2476
C 3.5033 -1.6319 -0.9873
C 3.0873 1.6565 -1.4166
C 3.0947 2.9692 -0.9442
C 4.0469 3.8635 -1.4016
C 4.9905 3.4563 -2.3365
C 4.9792 2.1545 -2.8154
C 4.0301 1.2516 -2.3606
H -0.5125 0.3106 -1.6724
H -0.0119 1.9776 -1.5423
H 1.1464 0.1386 -3.7298
H 1.3217 1.8871 -3.5655
H -3.6465 0.3632 -3.7219
H -4.7438 -1.8388 -3.5016
H -3.4718 -3.9015 -3.9925
H -1.1023 -3.7523 -4.6881
H -0.0098 -1.5573 -4.8969
H -1.8879 0.1388 -7.0849
H -0.9038 -0.1822 -9.3094
H 1.4345 0.4930 -9.7486
H 2.7789 1.5111 -7.9427
H 1.8095 1.8510 -5.7203
H 0.3923 -1.6206 -2.3624
H 0.9977 -3.9501 -2.7924
H 3.2058 -4.8140 -2.0850
H 4.8133 -3.3196 -0.9531
H 4.2130 -0.9803 -0.4925
H 2.3676 3.3009 -0.2161
H 4.0517 4.8785 -1.0284
H 5.7346 4.1558 -2.6927
H 5.7089 1.8364 -3.5477
H 4.0255 0.2423 -2.7512
```

=====

Molecular formula: C44H55BCaFGe2N8
Method: DFT, wB97M-V/def2-TZVPD

The calculated total energy is -7104.05299 a.u. The HOMO energy comes out at -4.85 eV. The calculation puts the energy relative to the best compared isomer or geometry (same formula, charge and spin) at 0.000 eV. Its total charge is -1. Its orbital gap is 0.262 hartree. The LUMO energy comes out at 2.27 eV. The largest force on an atom comes out at 0.60 eV/A.

```
112
C44H55BCaFGe2N8 (wB97M-V/def2-TZVPD)
Ca 0.7203 -0.0571 -0.3085
C 5.0165 -2.2083 -0.5480
C 5.1873 -0.7328 -0.1837
C 4.4766 0.1453 -1.2034
C 4.8281 -0.3235 1.2454
C 5.8739 0.2625 1.9556
C 5.7186 0.7245 3.2470
C 4.4891 0.5715 3.8527
C 3.4100 -0.0249 3.1997
C 2.1683 -0.2007 4.0751
C 1.8655 -1.6568 4.4423
C 0.9079 0.4984 3.5876
C 3.5584 -0.4543 1.8597
N 2.4717 -1.0684 1.1610
C 2.4498 -2.4212 1.2863
C 3.3342 -3.2424 2.0290
C 3.2004 -4.6202 2.0665
C 2.1921 -5.2836 1.3771
C 1.2966 -4.5173 0.6369
C 1.4565 -3.1596 0.6309
F 0.5461 -2.4016 -0.0989
H 5.5315 -2.4013 -1.4927
H 3.9689 -2.4749 -0.6849
H 5.4380 -2.8663 0.2125
H 6.2576 -0.5227 -0.2666
H 3.4120 -0.0527 -1.1620
H 4.8086 -0.0710 -2.2225
H 4.6350 1.2059 -1.0021
H 6.8365 0.3648 1.4673
H 6.5409 1.1929 3.7726
H 4.3528 0.9193 4.8700
H 2.4307 0.2954 5.0143
H 1.5101 -2.2290 3.5874
H 1.0911 -1.6859 5.2149
H 2.7542 -2.1577 4.8308
H 0.5963 0.1285 2.6129
H 1.0451 1.5775 3.5106
H 0.1026 0.3073 4.3001
H 4.1372 -2.7733 2.5820
H 3.9106 -5.1925 2.6523
H 2.1020 -6.3605 1.4074
H 0.4866 -4.9585 0.0689
C -4.0582 2.1785 -0.9731
C -2.7061 2.0012 -0.2809
Ge -2.7900 0.7433 1.2412
C -2.2233 1.6849 2.8779
C -3.4055 2.3695 3.5654
C -4.5812 0.0398 1.6621
C -4.4429 -1.2745 1.9244
Ge -2.6080 -1.7303 1.2900
C -1.3951 -2.5276 2.6323
C -2.0886 -3.1128 3.8633
C -2.6222 -2.8337 -0.3471
C -2.7601 -4.3369 -0.0974
C -5.4926 -2.1434 2.5033
C -5.3634 -3.5303 2.4650
C -6.3388 -4.3642 2.9907
C -7.4698 -3.8216 3.5815
C -7.6081 -2.4408 3.6456
C -6.6312 -1.6137 3.1170
H -3.9896 2.8926 -1.7963
H -4.8118 2.5460 -0.2736
H -4.4378 1.2386 -1.3798
H -2.3650 2.9536 0.1311
H -1.9434 1.6973 -0.9996
H -1.4666 2.4195 2.5997
H -1.7433 0.9783 3.5531
H -3.9393 3.0344 2.8810
H -3.0715 2.9750 4.4107
H -4.1237 1.6372 3.9389
H -5.5183 0.5726 1.8216
H -0.7109 -1.7361 2.9456
H -0.7761 -3.2848 2.1457
H -2.7709 -2.3929 4.3210
H -1.3540 -3.4040 4.6185
H -2.6745 -3.9996 3.6161
H -1.6848 -2.6405 -0.8644
H -3.4164 -2.4774 -1.0049
H -2.0429 -4.6896 0.6482
H -2.5750 -4.8974 -1.0168
H -3.7597 -4.6057 0.2448
H -4.4770 -3.9598 2.0176
H -6.2111 -5.4385 2.9427
H -8.2328 -4.4664 3.9985
H -8.4801 -2.0064 4.1187
H -6.7451 -0.5400 3.1933
B 1.3630 -1.1197 -3.3929
N 1.8811 0.3473 -3.3911
C 2.4415 1.0952 -4.3499
C 2.6564 2.3661 -3.8447
C 2.1763 2.2970 -2.5336
N 1.7154 1.0759 -2.2767
N -0.1928 -1.0539 -3.3539
C -1.0629 -1.2532 -4.3510
C -2.3317 -0.9380 -3.8985
C -2.1263 -0.5410 -2.5764
N -0.8369 -0.6201 -2.2524
H 1.7071 -1.6740 -4.4056
H 1.7596 -1.6542 -2.3755
H 2.6508 0.6720 -5.3183
H 3.0988 3.2092 -4.3458
H 2.1607 3.0558 -1.7663
H -0.7166 -1.5956 -5.3118
H -3.2600 -0.9881 -4.4405
H -2.8510 -0.2335 -1.8417
N 0.5184 2.0886 0.7597
C 0.7621 3.1519 1.1567
C 1.0243 4.4323 1.6160
C 2.0709 4.6597 2.5412
N 2.9239 4.8486 3.2956
C 0.1884 5.4893 1.1815
N -0.5050 6.3431 0.8298
```

=====

Molecular formula: C44H55Br2F4IN7O2
Method: DFT, wB97M-V/def2-TZVPD

The calculated total energy is -8088.26300 a.u. The HOMO energy comes out at -9.61 eV. Its total charge is +1. Its orbital gap is 0.237 hartree. The LUMO energy comes out at -3.15 eV. The largest force on an atom comes out at 2.27 eV/A.

```
115
C44H55Br2F4IN7O2 (wB97M-V/def2-TZVPD)
C 6.3507 4.9155 0.4681
C 5.0373 4.3183 -0.0853
C 4.2289 3.5733 0.9673
F 3.4454 4.4478 1.6471
N 3.4172 2.4113 0.4816
C 4.0218 1.4136 -0.4290
C 2.7856 0.5386 -0.8557
I 2.6262 0.8635 -3.0400
C 3.0179 -1.0051 -0.7188
Br 2.0356 -1.9486 -2.0857
C 2.7056 -1.5697 0.6743
C 3.2707 -3.0023 0.7463
Br 3.6058 -0.5807 2.1180
C 1.5599 1.1582 -0.1526
C 0.1523 0.8539 -0.6500
C -0.8884 1.2423 0.4115
O -1.2764 2.3842 0.5481
C -1.3523 0.1051 1.3101
C -0.7423 -0.1071 2.5144
C -1.1904 -1.1690 3.2628
C -2.1958 -1.9868 2.8318
C -2.8041 -1.7259 1.6318
C -2.3871 -0.6837 0.8496
C 1.9747 2.6239 0.0995
C 1.8752 3.6768 -1.0333
O 0.8172 3.4033 -1.9361
C 0.1289 4.5039 -2.3443
F -0.8241 4.8287 -1.4777
F 0.9076 5.5502 -2.6030
F -0.4864 4.1692 -3.4927
H 7.0335 4.9924 -0.3788
H 6.8335 4.2431 1.1785
H 6.1958 5.9201 0.8513
H 5.2787 3.7318 -0.9717
H 4.4115 5.1450 -0.4353
H 4.9405 3.1706 1.6959
H 3.3015 1.8516 1.3425
H 4.7698 0.7850 0.0485
H 4.4250 1.7810 -1.3647
H 4.0783 -1.1729 -0.9224
H 1.6347 -1.6650 0.8634
H 2.9850 -3.5908 -0.1232
H 2.9961 -3.5075 1.6702
H 4.3633 -2.9312 0.7280
H 1.5839 0.7268 0.8651
H -0.0900 1.2851 -1.6204
H 0.0798 -0.2303 -0.7833
H 0.0535 0.5386 2.8625
H -0.6955 -1.3573 4.2092
H -2.4862 -2.8146 3.4636
H -3.6043 -2.3766 1.2978
H -2.8849 -0.4996 -0.0944
H 1.4362 3.0773 0.9316
H 2.8078 3.6419 -1.6083
H 1.8018 4.6583 -0.5652
N -2.1505 -3.4456 -1.6037
C -0.7926 -3.5980 -1.5972
C -0.5162 -4.9131 -1.3309
C -1.7599 -5.5797 -1.1725
C -2.7465 -4.6458 -1.3472
H -2.6362 -2.5836 -1.7669
H -0.1420 -2.7640 -1.7734
H 0.4669 -5.3490 -1.2561
H -1.9117 -6.6236 -0.9534
H -3.8149 -4.7291 -1.3085
N -0.1395 2.3527 6.3810
C -1.5020 2.4720 6.3474
C -1.8457 3.0596 5.1598
C -0.6431 3.3012 4.4448
C 0.3925 2.8517 5.2230
H 0.3878 1.9606 7.1390
H -2.1070 2.1313 7.1701
H -2.8471 3.2909 4.8381
H -0.5504 3.7532 3.4703
H 1.4568 2.8454 5.0555
N -6.5807 -5.2463 -1.4370
C -7.5122 -4.2738 -1.1870
C -7.7988 -4.2977 0.1511
C -7.0012 -5.3203 0.7341
C -6.2588 -5.8836 -0.2686
H -6.1959 -5.4603 -2.3386
H -7.8941 -3.6565 -1.9825
H -8.5017 -3.6573 0.6559
H -6.9798 -5.6106 1.7713
H -5.5369 -6.6826 -0.2537
N -7.2290 -0.4643 3.4792
C -6.2930 -0.5955 2.4888
C -6.9692 -0.8883 1.3262
C -8.3585 -0.9158 1.6348
C -8.4801 -0.6494 2.9691
H -7.0254 -0.2543 4.4385
H -5.2438 -0.4774 2.7021
H -6.5209 -1.0587 0.3612
H -9.1721 -1.1085 0.9552
H -9.3500 -0.5734 3.5988
N 7.4202 -2.3557 0.5539
C 8.6938 -1.8520 0.6139
C 9.5521 -2.8342 0.2029
C 8.7689 -3.9746 -0.1229
C 7.4596 -3.6494 0.1010
H 6.5890 -1.8556 0.8020
H 8.8766 -0.8435 0.9440
H 10.6238 -2.7471 0.1411
H 9.1282 -4.9246 -0.4809
H 6.5562 -4.2233 -0.0206
N -1.5079 3.6387 -6.5405
C -0.5453 3.7777 -7.5039
C -1.0845 3.3811 -8.6980
C -2.4276 2.9917 -8.4469
C -2.6590 3.1644 -7.1088
H -1.3881 3.8524 -5.5683
H 0.4364 4.1450 -7.2566
H -0.5748 3.3722 -9.6469
H -3.1412 2.6280 -9.1671
H -3.5394 2.9910 -6.5137
```

=====

Molecular formula: C44H55F33O22
Method: DFT, wB97M-V/def2-TZVPD

The calculated total energy is -6660.41528 a.u. The HOMO energy comes out at -10.96 eV. The calculation puts the energy relative to the best compared isomer or geometry (same formula, charge and spin) at 7.576 eV. Its total charge is 0. Its orbital gap is 0.409 hartree. The LUMO energy comes out at 0.17 eV. The largest force on an atom comes out at 6.31 eV/A.

```
154
C44H55F33O22 (wB97M-V/def2-TZVPD)
C 0.2920 4.9765 1.5648
C 0.5478 6.4369 2.1729
O -0.7942 6.8959 2.3098
C -1.2156 8.0809 1.5929
O -0.5215 8.6745 0.7797
C -2.5223 8.6319 2.0843
F -2.2793 8.8272 3.4203
F -2.8136 9.7555 1.3922
F -3.4516 7.7484 1.9254
H -0.2736 4.4239 2.3150
H 1.2655 4.4907 1.4986
H -0.2389 4.9836 0.6129
H 1.2902 6.9667 1.5761
H 0.9432 6.2876 3.1776
C 2.4661 3.8594 6.8338
C 2.5248 2.3461 6.5378
O 1.3592 1.9725 5.8258
C 1.2747 2.1974 4.4843
O 2.0496 2.9879 3.8836
C 0.2201 1.3262 3.7624
F 0.4551 1.3980 2.4183
F 0.2751 0.0815 4.3177
F -0.9817 1.8710 3.9807
H 2.3880 4.5574 6.0003
H 3.3945 4.1257 7.3390
H 1.6751 4.1173 7.5381
H 2.5186 1.7566 7.4546
H 3.4734 2.1159 6.0530
C -3.1667 -3.2988 -1.7124
C -3.8582 -4.0030 -0.5669
O -4.6767 -5.0664 -0.9345
C -5.1344 -5.9777 0.0136
O -4.7051 -6.0012 1.1362
C -6.0090 -7.0428 -0.5498
F -5.3227 -8.1568 -0.6287
F -7.0746 -7.2889 0.2873
F -6.4630 -6.6125 -1.7767
H -3.9229 -2.7245 -2.2477
H -2.6480 -4.0218 -2.3419
H -2.4666 -2.5140 -1.4260
H -4.4668 -3.3707 0.0796
H -2.9435 -4.3374 -0.0776
C -2.4204 4.9320 5.0585
C -3.7139 5.3078 4.2627
O -3.9814 4.3713 3.2684
C -4.4007 3.1446 3.5102
O -4.8370 2.6591 4.6011
C -4.3412 2.2376 2.2491
F -3.2461 2.6036 1.6215
F -4.4295 0.9582 2.5623
F -5.3518 2.6022 1.5295
H -2.7811 4.0857 5.6431
H -2.0685 5.8047 5.6088
H -1.7068 4.4958 4.3595
H -3.5835 6.2909 3.8103
H -4.5392 5.3645 4.9724
C 2.5457 3.3873 -1.0476
C 3.7488 3.7817 -1.9047
O 4.6582 2.7605 -2.1401
C 4.6171 1.9653 -3.1868
O 3.7280 2.0701 -4.0679
C 5.7824 1.0070 -3.2664
F 6.3910 0.8303 -2.0554
F 5.2655 -0.1354 -3.6269
F 6.7184 1.3661 -4.1350
H 2.8541 3.4406 -0.0035
H 2.2906 2.3613 -1.3130
H 1.6115 3.8753 -1.3255
H 4.2987 4.5568 -1.3709
H 3.3663 4.3361 -2.7617
C -4.2545 -6.3258 5.8854
C -4.8596 -5.2545 5.0208
O -3.8531 -4.3857 4.5976
C -3.4667 -3.2111 5.2771
O -3.9737 -2.8526 6.3257
C -2.3768 -2.4422 4.4662
F -1.5452 -1.6867 5.2938
F -1.7005 -3.2807 3.7293
F -3.0814 -1.6678 3.6125
H -4.8457 -7.2392 5.8197
H -4.0366 -5.9181 6.8725
H -3.4134 -6.8016 5.3811
H -5.6045 -4.6826 5.5743
H -5.2634 -5.8022 4.1694
C 0.7185 -1.7501 0.9392
C -0.8026 -1.3303 0.9354
O -1.0431 0.0101 0.4538
C -1.1909 0.3619 -0.8386
O -0.9924 -0.4526 -1.7933
C -1.3186 1.8534 -1.1219
F -1.1161 2.5898 0.0147
F -0.4807 2.2450 -2.1249
F -2.4903 2.1693 -1.5672
H 1.3892 -0.9155 1.1433
H 0.9894 -2.2210 -0.0058
H 0.7291 -2.5982 1.6239
H -1.2187 -1.3152 1.9427
H -1.4294 -2.0949 0.4764
C -2.3382 -8.2109 2.9004
C -2.0534 -8.4593 1.4258
O -1.2335 -7.3534 1.0539
C -0.8737 -7.1382 -0.2092
O -1.2824 -7.8315 -1.1339
C 0.0314 -5.8964 -0.2977
F 1.2320 -6.3170 -0.7707
F -0.4446 -5.1718 -1.2916
F 0.0783 -5.2107 0.8371
H -2.9474 -9.0037 3.3344
H -2.8969 -7.2808 3.0048
H -1.3987 -8.2000 3.4531
H -3.0002 -8.6730 0.9298
H -1.4882 -9.3621 1.1944
C 2.9059 -4.0198 -2.5766
C 3.8218 -4.0816 -3.7723
O 5.1735 -3.8939 -3.3731
C 5.9760 -4.9074 -2.9837
O 5.5418 -6.0840 -2.9145
C 7.4723 -4.5063 -3.0000
F 7.5755 -3.1637 -3.2052
F 8.0537 -4.7129 -1.8405
F 8.1836 -5.1935 -3.8842
H 2.9147 -3.0853 -2.0156
H 2.9940 -4.9121 -1.9568
H 1.8712 -4.1623 -2.8885
H 3.5688 -3.2879 -4.4752
H 3.7094 -5.0134 -4.3266
C 2.2239 6.9041 -5.7194
C 2.0433 5.4020 -5.8578
O 0.6603 5.1200 -5.6493
C 0.0425 5.0242 -4.4047
O 0.6288 5.2037 -3.3615
C -1.4330 4.9036 -4.4522
F -2.0069 5.6984 -3.4672
F -1.8478 5.1716 -5.7495
F -1.7896 3.5878 -4.2143
H 1.4863 7.4198 -6.3343
H 3.1108 7.2709 -6.2362
H 2.1717 7.1782 -4.6657
H 2.7084 4.9476 -5.1234
H 2.2269 4.8952 -6.8052
C 1.0712 0.0396 -4.7680
C 1.8917 0.5975 -5.9466
O 3.0750 -0.1839 -6.0037
C 4.1036 0.2099 -6.8117
O 4.0731 1.2076 -7.5520
C 5.2326 -0.8481 -6.8262
F 5.0596 -1.6483 -7.8649
F 6.4105 -0.2252 -7.0284
F 5.2440 -1.6070 -5.7040
H 1.1925 0.5861 -3.8327
H 1.3150 -0.9656 -4.4240
H -0.0032 0.2068 -4.8447
H 2.1575 1.6305 -5.7218
H 1.3982 0.4674 -6.9097
```

=====

Question: Which value of HOMO energy does entry 2 give?
Answer: -4.85 eV